[1]
The following is a quantum chemistry calculation of a molecular structure, C45H35FNO3STeW in a non-equilibrium geometry, from the Open Molecules 2025 dataset.

The calculation puts the HOMO-LUMO gap (alpha / beta) at 0.19562 / 0.19263 Ha. The charge is +1. For the maximum force, the calculation gives 3.50 eV Å⁻¹. For the LUMO energy (alpha / beta), the calculation gives -4.795 / -4.757 eV. The calculation puts the relative energy (zero: lowest compared OMol25 entry of this formula, charge and spin) at 179.1 kJ/mol.

The geometry in XYZ format:
```
88
Properties=species:S:1:pos:R:3:forces:R:3:lowdin_charge:R:1
W 0.958 0.178 0.281 -3.0 1.2 -1.4 1.409
Te 3.419 1.207 0.247 0.6 0.7 -0.7 0.972
S -5.050 1.626 -5.590 -0.1 -0.2 0.3 1.032
F 1.235 5.703 -1.832 -0.1 -0.1 0.0 0.089
O 1.194 -1.497 0.854 0.4 -2.2 1.0 -0.244
O -2.466 1.949 -5.905 0.4 0.2 -0.2 0.014
O 1.281 -5.002 -0.134 0.1 -0.1 0.2 0.136
N 1.123 0.570 2.409 0.7 -0.8 1.9 -0.076
C 1.697 -1.656 3.159 -0.1 -1.1 -0.7 -0.057
C -1.448 -2.875 0.975 0.0 -0.4 -0.1 -0.032
C -1.223 -0.474 -1.668 0.3 -0.4 -1.2 -0.247
C 1.962 -3.884 4.115 -0.1 -0.1 -0.2 -0.239
C -0.953 -0.236 -0.414 2.7 0.8 0.7 0.015
C 1.064 1.997 2.758 0.1 0.6 0.0 -0.195
C -0.065 -0.334 -3.878 0.2 0.4 0.7 0.088
C -0.638 -3.641 0.130 -0.5 -0.1 -0.2 -0.141
C 2.021 -2.507 4.229 -0.2 0.2 -0.4 0.054
C -3.545 2.310 -6.287 -0.4 -0.3 0.3 -0.724
C 0.072 -0.849 -2.503 -0.3 -0.1 0.5 -0.250
C -2.711 -2.488 0.555 -0.1 -0.1 0.0 -0.077
C 0.985 4.465 -1.381 0.6 -0.3 0.1 -0.282
C -3.263 0.814 -2.099 0.1 -0.3 0.0 0.002
C 1.639 2.204 -0.778 0.5 0.1 -0.4 -0.668
C 0.790 2.930 1.553 0.1 -0.2 0.2 -0.156
C 2.341 -4.745 5.274 0.1 0.0 0.1 -0.035
C 2.312 0.323 4.541 0.1 0.2 0.2 -0.231
C -3.173 -2.844 -0.701 0.0 -0.1 0.2 -0.076
C 1.538 -4.452 2.912 0.0 0.4 0.0 0.068
C -4.267 0.728 -4.263 -0.3 0.2 -0.3 -0.521
C -0.055 1.037 -4.049 -0.1 0.0 -0.5 -0.009
C -2.370 -3.591 -1.548 0.0 0.0 0.0 -0.078
C 4.341 1.074 5.588 0.0 0.0 0.0 -0.055
C 0.687 -4.190 0.535 -0.1 0.1 0.0 -0.298
C 1.448 1.321 -2.097 -0.6 0.0 0.0 -0.330
C 1.612 0.580 5.713 0.0 -0.1 -0.2 -0.031
C -2.710 -0.965 -3.615 0.0 0.1 0.2 -0.045
C 0.423 2.218 0.214 0.2 1.2 0.6 -0.463
C -3.818 3.353 -7.318 0.2 0.1 -0.2 -0.064
C -4.165 1.318 -3.012 0.0 0.0 -0.1 -0.065
C 1.984 3.591 -1.206 0.0 0.3 0.0 -0.053
C 1.306 -0.212 -1.804 -0.3 -0.2 -1.6 -0.287
C 0.468 1.859 -3.085 1.0 -0.5 0.3 0.101
C -0.679 3.044 -0.398 -0.1 -0.7 0.1 -0.047
C -1.115 -3.989 -1.135 0.2 0.0 0.1 -0.015
C -2.450 -0.269 -2.436 -0.5 0.2 0.1 -0.205
C -3.611 -0.462 -4.532 0.0 0.0 0.0 -0.065
C 1.660 -0.224 3.323 -0.6 1.2 -1.1 -0.174
C 1.351 -2.264 1.926 0.3 -0.6 1.8 -0.230
C -0.400 4.135 -1.119 0.0 0.0 0.0 -0.008
C 2.280 1.082 6.816 0.0 0.0 0.1 -0.060
C 1.219 -3.653 1.828 0.3 0.5 -0.2 -0.068
C 3.684 0.565 4.482 -0.2 -0.1 -0.1 -0.025
C 3.641 1.332 6.755 0.0 0.0 0.0 -0.065
H 5.401 1.269 5.532 0.1 0.0 0.0 0.111
H -0.478 -4.589 -1.770 0.0 -0.1 0.0 0.124
H -2.732 -3.878 -2.523 -0.1 -0.1 -0.1 0.108
H 1.929 -5.745 5.172 0.0 -0.1 0.1 0.083
H 2.307 -2.074 5.175 0.0 0.1 0.1 0.128
H 1.444 -5.524 2.822 0.0 -0.1 0.0 0.138
H -3.128 1.296 -1.142 0.1 0.1 0.0 0.107
H -0.475 1.464 -4.949 0.0 0.0 -0.1 0.108
H 3.426 -4.829 5.326 0.1 -0.1 0.1 0.094
H -1.120 -2.616 1.976 0.0 0.0 -0.1 0.124
H 4.155 1.728 7.616 0.1 0.0 0.1 0.109
H -2.188 -1.885 -3.820 0.1 -0.1 -0.1 0.115
H -3.744 -0.953 -5.482 -0.1 -0.1 -0.2 0.120
H -0.036 3.593 1.829 0.1 -0.1 0.0 0.120
H 1.990 -4.309 6.207 0.0 0.0 0.1 0.086
H -4.731 2.207 -2.783 -0.1 0.1 0.0 0.113
H -4.821 3.264 -7.722 -0.1 0.0 -0.1 0.071
H -1.162 4.794 -1.503 -0.2 0.1 0.0 0.127
H 1.660 3.580 1.399 -0.1 -0.1 0.0 0.109
H 0.163 -1.941 -2.482 0.0 0.2 -0.1 0.141
H -0.233 -0.993 -4.710 0.0 -0.1 -0.3 0.136
H 0.398 2.927 -3.197 -0.2 0.2 0.1 0.120
H -4.160 -2.543 -1.021 -0.1 0.0 0.0 0.115
H 2.421 1.463 -2.608 -0.2 0.0 0.2 0.158
H -3.072 3.290 -8.107 0.0 0.0 -0.1 0.094
H 1.734 1.281 7.725 -0.1 0.0 0.1 0.110
H 4.233 0.365 3.571 0.0 0.0 0.0 0.109
H -3.343 -1.917 1.219 0.0 0.1 0.0 0.114
H 0.264 2.121 3.499 0.1 -0.1 -0.1 0.133
H 3.007 3.845 -1.445 0.0 0.1 0.0 0.122
H -3.719 4.330 -6.845 0.0 0.1 0.1 0.098
H 0.553 0.372 5.765 -0.1 0.0 0.0 0.126
H -1.701 2.818 -0.123 -0.1 -0.1 0.0 0.112
H 2.197 -0.719 -2.226 -0.3 0.3 0.7 0.112
H 2.002 2.299 3.241 -0.3 -0.1 -0.1 0.116
```
Forces are in eV/Å.

---

[2]
The following is a quantum chemistry calculation of a molecular structure, C45H36Cl3GaIN2O4PS2, from the Open Molecules 2025 dataset.

The calculation puts the HOMO-LUMO gap at 0.27566 Ha. The charge is +2. For the maximum force, the calculation gives 0.45 eV Å⁻¹. For the LUMO energy, the calculation gives -5.234 eV. The calculation puts the relative energy (zero: lowest compared OMol25 entry of this formula, charge and spin) at 0.0 kJ/mol.

The geometry in XYZ format:
```
95
Properties=species:S:1:pos:R:3:forces:R:3:lowdin_charge:R:1
I 0.943 1.621 -0.760 0.0 0.0 0.0 1.338
Ga 0.956 -1.193 -0.778 -0.1 0.2 -0.2 0.164
Cl -5.170 3.176 3.820 -0.2 -0.3 0.3 0.798
Cl 0.600 3.600 2.579 -0.1 0.0 0.0 0.657
Cl -1.168 4.518 7.092 0.0 0.0 0.0 0.731
S -1.401 5.761 3.010 0.0 0.2 0.0 1.038
S 3.200 -2.464 -0.585 -0.2 0.0 0.0 0.632
P -0.306 -1.046 -2.744 0.1 -0.1 -0.1 1.051
O 2.896 -1.050 -1.067 0.1 0.1 0.0 -0.344
O 1.773 -2.887 -0.248 0.1 -0.2 -0.1 -0.284
O -3.164 1.418 1.496 -0.1 0.0 -0.2 -0.098
O 3.866 -3.313 -1.505 0.0 0.0 0.0 -0.203
N -0.139 -1.174 0.820 0.3 -0.2 0.2 -0.008
N -1.718 -0.891 2.281 -0.1 -0.2 0.2 -0.010
C -0.545 0.105 -5.104 0.0 0.0 -0.1 -0.063
C 2.950 2.520 -2.690 0.1 0.0 -0.2 -0.130
C -2.065 3.567 1.857 -0.2 0.2 -0.2 -0.332
C -1.804 3.454 5.893 0.0 0.0 0.1 -0.663
C -1.013 4.198 2.439 0.2 0.2 0.0 -0.954
C -2.002 -0.850 -2.181 -0.1 -0.2 0.0 -0.379
C 1.183 1.236 -3.820 0.2 0.0 0.0 -0.187
C -3.013 5.597 2.461 0.0 -0.1 -0.1 -0.383
C 5.256 -3.403 2.668 0.0 0.0 0.0 -0.006
C 4.211 -1.082 1.532 0.0 -0.2 0.1 -0.047
C -3.897 -1.773 -1.016 0.0 0.0 0.0 -0.058
C -0.641 -1.427 2.961 -0.1 0.0 0.0 -0.007
C 4.066 -2.320 0.910 0.1 0.0 0.0 -0.301
C 4.885 -1.029 2.738 0.0 0.0 0.0 -0.015
C 0.345 -1.599 2.053 -0.1 0.0 -0.1 -0.042
C -1.040 2.394 5.436 0.0 0.0 0.0 -0.099
C -1.557 1.573 4.448 0.0 -0.1 0.1 -0.040
C -0.148 0.761 -6.279 -0.1 0.0 0.0 -0.027
C -2.825 1.768 3.913 0.0 -0.1 0.2 -0.194
C -1.196 -3.226 -4.274 0.0 0.0 0.0 -0.083
C -3.042 -0.574 2.826 0.2 -0.1 0.1 -0.015
C -3.229 4.395 1.865 0.2 0.1 -0.3 -0.181
C -2.634 -1.935 -1.562 -0.1 0.0 -0.2 -0.108
C 6.173 -2.099 4.617 0.0 0.0 0.0 -0.029
C 0.298 -4.950 -5.040 0.0 0.0 0.0 -0.038
C 2.826 2.595 -5.071 -0.1 0.0 -0.1 0.002
C -3.577 2.833 4.422 0.0 0.0 0.1 -0.559
C -3.078 3.678 5.395 0.0 0.0 0.0 -0.117
C 0.974 1.531 -6.253 0.0 0.0 0.0 0.013
C 0.110 0.288 -3.905 0.0 0.0 0.1 -0.280
C 1.360 -4.333 -4.395 0.0 0.0 0.0 -0.036
C -0.976 -4.398 -4.982 0.0 0.0 0.0 -0.045
C 5.415 -2.182 3.322 0.0 0.0 0.1 -0.239
C -3.381 0.912 2.808 -0.4 0.1 0.2 -0.277
C 4.591 -3.486 1.459 0.0 0.1 0.0 -0.026
C -2.003 2.199 1.269 0.0 0.0 -0.2 -0.209
C 1.666 1.781 -5.044 0.0 0.0 0.0 -0.139
C -0.130 -2.608 -3.621 0.0 0.0 0.0 -0.352
C 1.149 -3.162 -3.685 0.0 0.0 0.0 -0.077
C 3.487 2.922 -3.929 0.1 0.0 0.1 -0.037
C -1.387 -0.763 1.002 0.0 0.1 0.0 -0.124
C -2.634 0.389 -2.242 0.0 0.1 0.1 -0.078
C -4.522 -0.530 -1.067 0.0 0.0 0.0 -0.045
C 1.840 1.727 -2.654 -0.1 -0.1 0.0 -0.552
C -3.892 0.547 -1.675 0.0 0.0 0.0 -0.047
H -2.193 -2.805 -4.232 0.0 0.0 0.0 0.111
H 7.146 -1.631 4.453 0.0 0.0 0.0 0.099
H 5.669 -4.302 3.107 0.0 0.0 0.0 0.127
H 1.991 -2.683 -3.200 0.0 0.0 0.0 0.084
H 4.490 -4.435 0.946 0.0 0.1 0.0 0.131
H -0.688 0.594 -7.201 0.0 0.0 0.0 0.124
H -1.352 -0.618 -5.171 0.0 0.0 0.0 0.114
H -5.508 -0.404 -0.639 0.0 0.0 0.0 0.123
H 0.463 -5.867 -5.593 0.0 0.0 0.0 0.121
H -3.674 4.502 5.761 0.0 0.0 0.0 0.120
H 4.378 3.534 -3.954 0.0 0.0 0.0 0.124
H -1.949 2.257 0.177 0.0 0.0 0.0 0.099
H -2.146 -2.901 -1.512 0.0 0.0 0.0 0.125
H 5.637 -1.491 5.345 0.0 0.0 0.0 0.089
H 3.173 2.962 -6.029 0.0 0.0 0.0 0.130
H -4.397 -2.614 -0.553 0.0 0.0 0.0 0.122
H -2.059 -0.380 0.250 0.1 0.0 0.2 0.120
H -1.094 1.699 1.627 0.0 0.0 0.0 0.068
H 6.343 -3.084 5.046 0.0 0.0 0.0 0.085
H -0.048 2.231 5.835 0.0 0.0 0.0 0.116
H -4.384 1.511 -1.716 0.0 0.0 0.0 0.125
H 2.352 -4.763 -4.438 0.0 0.0 0.0 0.123
H -4.186 4.081 1.469 0.2 0.1 0.0 0.101
H 1.352 1.981 -7.163 0.0 0.0 0.0 0.132
H 3.829 -0.180 1.072 0.0 0.0 0.0 0.111
H -1.801 -4.882 -5.488 0.0 0.0 0.0 0.119
H 1.329 -2.017 2.176 0.0 0.0 0.0 0.121
H -3.101 -0.980 3.834 0.0 0.0 0.0 0.151
H -3.775 -1.096 2.213 0.0 0.0 -0.1 0.138
H -0.682 -1.654 4.013 0.0 0.0 0.0 0.145
H 3.402 2.874 -1.775 0.0 0.0 0.0 0.102
H -2.145 1.228 -2.724 0.0 0.0 0.0 0.113
H 5.018 -0.074 3.232 0.0 0.0 0.0 0.127
H -4.463 0.919 2.925 -0.1 0.1 0.0 0.122
H -3.718 6.399 2.618 0.0 0.0 0.0 0.085
H -0.927 0.773 4.074 -0.1 0.1 0.1 0.098
```
Forces are in eV/Å.